117
Properties=species:S:1:pos:R:3:mulliken_charge:R:1 method="wB97M-V/def2-TZVPD" homo_energy_ev=-1.87 de_lowest_kcal_mol=0.0 charge=-2
Pb -0.473 0.432 -0.921 3.0968
O -1.277 2.481 0.612 0.2331
C -2.265 3.212 0.930 -0.8799
C -2.113 4.257 1.899 -1.0195
C -3.163 5.035 2.321 -0.5402
C -4.450 4.851 1.804 -0.9293
C -4.629 3.869 0.845 -0.5739
C -3.583 3.063 0.393 1.0695
C -3.852 2.057 -0.632 -0.4362
N -3.259 0.890 -0.819 0.2968
C -3.893 0.307 -1.895 -0.2720
C -4.867 1.129 -2.366 -1.3821
N -4.843 2.235 -1.547 0.0649
H -1.115 4.393 2.302 0.4069
H -2.991 5.802 3.071 0.3629
H -5.283 5.456 2.139 0.3535
H -5.625 3.699 0.449 0.3797
H -3.572 -0.652 -2.263 0.4079
H -5.547 1.046 -3.195 0.4339
H -5.282 3.120 -1.745 0.3856
C -2.641 -3.315 5.403 -0.5257
O -2.462 -4.607 4.805 -0.5930
C -1.198 -4.882 4.343 0.4511
C -0.485 -5.921 4.911 -0.5221
C 0.782 -6.244 4.441 -0.5121
C 1.319 -5.522 3.386 -0.8693
C 0.597 -4.496 2.791 -0.1823
C -0.672 -4.155 3.261 -0.0206
N -1.479 -3.176 2.702 0.4413
C -1.147 -1.979 2.046 -0.8909
N 0.139 -1.584 2.276 0.5150
C 0.747 -0.319 2.106 -0.7663
C 0.581 0.593 1.074 -0.4400
C 1.329 1.775 1.117 0.1169
C 2.237 2.049 2.119 -1.0251
C 2.444 1.110 3.125 -0.2367
C 1.712 -0.050 3.104 1.0094
O 1.906 -1.017 4.097 -0.6391
C 3.137 -1.709 3.968 -0.8200
N -2.005 -1.294 1.410 1.1560
C -3.334 -1.763 1.421 -0.8743
C -3.734 -2.767 0.538 -0.1377
C -5.028 -3.258 0.521 -0.9429
C -5.964 -2.745 1.408 -0.4649
C -5.586 -1.756 2.299 -0.6491
C -4.283 -1.259 2.326 0.6152
O -4.070 -0.322 3.296 -0.5221
C -2.960 0.584 3.252 -0.5154
H -2.922 -3.461 6.448 0.3388
H -3.434 -2.775 4.885 0.1060
H -1.724 -2.727 5.357 0.2152
H -0.938 -6.462 5.732 0.4274
H 1.340 -7.054 4.894 0.3622
H 2.300 -5.768 2.999 0.4134
H 0.993 -3.980 1.926 0.7711
H -2.473 -3.346 2.746 0.2788
H 0.570 -2.067 3.050 0.3063
H 1.180 2.504 0.336 0.3431
H 2.794 2.978 2.112 0.4684
H 3.153 1.277 3.927 0.4873
H 3.988 -1.033 4.086 0.3725
H 3.211 -2.194 2.988 0.2102
H 3.161 -2.466 4.751 0.2768
H -2.991 -3.128 -0.161 0.4390
H -5.300 -4.029 -0.189 0.4039
H -6.987 -3.100 1.400 0.3443
H -6.295 -1.324 2.995 0.4094
H -3.250 1.421 3.884 0.3271
H -2.755 0.942 2.247 0.0763
H -2.062 0.113 3.661 0.1448
N -4.600 4.846 -3.352 -0.7673
C -3.544 4.355 -3.382 0.6308
N -2.352 3.861 -3.529 -0.9109
C -1.699 3.031 -2.807 0.6978
N -0.960 2.307 -2.267 -0.5046
Se -1.005 -1.706 -2.183 -1.0268
C 0.835 0.527 -4.818 -1.5670
C 2.166 1.225 -4.495 2.6146
C 1.853 2.728 -4.478 -1.8430
C 3.167 0.947 -5.618 -2.0544
P 2.676 0.731 -2.728 -0.9413
N 1.575 0.772 -1.676 -0.1260
C 4.043 1.975 -2.186 2.6432
C 4.667 1.407 -0.901 -2.0437
C 3.340 3.281 -1.764 -1.7526
C 5.162 2.325 -3.170 -2.0169
C 3.502 -0.991 -2.835 2.7752
C 2.621 -1.919 -3.686 -1.9224
C 4.929 -1.050 -3.385 -2.2164
C 3.462 -1.592 -1.421 -2.0180
H 0.395 1.007 -5.700 0.5150
H 0.128 0.627 -3.997 0.0827
H 0.943 -0.532 -5.030 0.2152
H 1.313 2.984 -5.395 0.6385
H 2.755 3.340 -4.446 0.2391
H 1.213 2.985 -3.633 0.1235
H 2.749 1.330 -6.557 0.5257
H 3.354 -0.116 -5.759 0.2512
H 4.127 1.442 -5.463 0.2572
H 3.886 1.120 -0.196 0.1637
H 5.284 2.184 -0.434 0.6638
H 5.311 0.549 -1.088 0.2623
H 2.347 3.064 -1.370 0.1520
H 3.242 3.986 -2.587 0.3178
H 3.925 3.772 -0.979 0.5319
H 5.714 1.454 -3.522 0.2305
H 5.878 2.987 -2.666 0.5230
H 4.785 2.866 -4.038 0.3157
H 2.699 -1.716 -4.753 0.3095
H 1.575 -1.864 -3.379 0.0619
H 2.955 -2.951 -3.524 0.6394
H 5.014 -0.595 -4.372 0.2370
H 5.219 -2.104 -3.483 0.5528
H 5.657 -0.575 -2.727 0.3145
H 2.448 -1.534 -1.023 0.2695
H 4.130 -1.094 -0.721 0.2783
H 3.755 -2.647 -1.480 0.5421